The following is a DFT calculation (the ωB97M-V functional and the def2-TZVPD basis) of a molecular structure, C40H27N6O2S3Zr in a non-equilibrium geometry.

The geometry in XYZ format:
```
79
C40H27N6O2S3Zr (the ωB97M-V functional and the def2-TZVPD basis)
Zr -0.590 0.032 0.303
C 0.718 4.063 2.401
O -0.597 4.185 1.802
C -0.954 2.974 1.423
N -0.189 1.992 1.710
C 1.013 2.541 2.378
C 2.225 2.167 1.544
C 2.179 1.006 0.849
C 4.178 0.879 -0.440
C 4.871 1.019 0.883
C 4.643 2.392 1.424
C 3.436 2.947 1.618
C -2.174 2.785 0.635
C -3.144 3.754 0.474
C -4.246 3.460 -0.318
C -4.325 2.216 -0.919
C -3.298 1.307 -0.709
N -2.238 1.575 0.063
C -3.286 -0.036 -1.271
N -2.315 -0.850 -1.055
C -2.723 -2.155 -1.639
C -4.027 -1.803 -2.390
O -4.321 -0.448 -1.977
C -1.760 -2.845 -2.576
C -1.901 -4.217 -2.755
C -1.097 -4.888 -3.663
C -0.150 -4.194 -4.400
C -0.011 -2.825 -4.225
C -0.817 -2.151 -3.322
H 0.679 4.481 3.402
H 1.408 4.640 1.788
H 1.076 2.142 3.393
H 1.802 -0.944 0.871
H 4.785 0.834 -1.336
H 5.938 0.838 0.777
H 5.530 2.986 1.616
H 3.389 3.957 2.007
H -3.030 4.711 0.964
H -5.025 4.195 -0.465
H -5.161 1.935 -1.544
H -2.935 -2.817 -0.799
H -4.870 -2.437 -2.132
H -3.878 -1.800 -3.469
H -2.624 -4.767 -2.163
H -1.211 -5.957 -3.791
H 0.481 -4.716 -5.107
H 0.727 -2.274 -4.795
H -0.699 -1.087 -3.187
S 4.471 -0.472 1.990
C 3.117 -0.272 3.142
C 3.442 -0.351 4.489
C 2.447 -0.453 5.453
C 1.119 -0.492 5.074
C 0.777 -0.404 3.729
C 1.762 -0.289 2.769
N 1.424 -0.117 1.346
C 2.846 0.838 -0.452
C 1.935 0.860 -1.624
C 2.486 0.993 -2.900
C 1.691 1.278 -3.994
C 0.327 1.456 -3.821
C -0.230 1.244 -2.570
C 0.526 0.908 -1.433
H 4.484 -0.357 4.777
H 2.719 -0.507 6.499
H 0.342 -0.588 5.820
H -0.260 -0.430 3.429
H 3.556 0.908 -3.037
H 2.137 1.394 -4.973
H -0.299 1.735 -4.659
H -1.306 1.366 -2.487
S -2.304 -0.892 2.005
C -2.135 -2.612 1.729
C -3.180 -3.405 2.292
N -4.059 -4.012 2.721
C -1.149 -3.228 1.018
S 0.128 -2.453 0.122
C -1.160 -4.652 0.901
N -1.139 -5.795 0.767
```

## Properties
E_tot, Eh: -3260.94910
Orbital gap, eV: 5.68
LUMO level, eV: -4.52
Charge: +1
Largest force on an atom, eV/Å: 1.39

Mulliken population analysis, charges in e, atoms 1 to 6: Zr -1.71; C -0.55; O -0.46; C 0.43; N 0.45; C -0.04

The following is a DFT calculation (the ωB97M-V functional and the def2-TZVPD basis) of a molecular structure, C40H28MoN9O2S2.

The geometry in XYZ format:
```
82
C40H28MoN9O2S2 (the ωB97M-V functional and the def2-TZVPD basis)
Mo 0.191 1.263 0.044
S 5.806 1.833 5.024
N 5.874 1.632 3.432
C 4.621 1.627 2.998
C 4.211 1.492 1.611
C 5.090 1.365 0.527
C 4.576 1.265 -0.749
C 3.196 1.294 -0.931
N 2.356 1.413 0.094
C 2.848 1.502 1.354
C 1.870 1.627 2.423
N 0.561 1.603 2.055
C -0.397 1.752 2.977
C -0.082 1.923 4.321
C 1.240 1.929 4.713
C 2.246 1.779 3.748
C 3.670 1.773 4.031
N 4.214 1.889 5.234
H 6.158 1.351 0.707
H 5.223 1.171 -1.610
H 2.764 1.239 -1.923
H -1.425 1.720 2.635
H -0.882 2.041 5.037
H 1.517 2.051 5.754
C -6.310 0.022 -4.684
C -5.376 0.245 -3.535
C -3.990 0.301 -3.735
C -3.126 0.497 -2.681
C -3.663 0.645 -1.398
C -5.041 0.595 -1.164
C -5.881 0.394 -2.240
S -2.641 0.898 -0.058
O -3.384 1.068 1.144
O -1.511 -0.106 -0.011
N -1.590 2.108 -0.327
C -1.857 3.488 -0.399
C -3.068 4.110 -0.509
C -3.106 5.521 -0.592
C -1.957 6.259 -0.568
C -0.698 5.616 -0.450
C 0.534 6.296 -0.421
C 1.693 5.573 -0.307
C 1.635 4.183 -0.212
N 0.499 3.484 -0.231
C -0.667 4.217 -0.358
H -5.783 -0.023 -5.633
H -7.051 0.822 -4.734
H -6.857 -0.913 -4.548
H -3.596 0.185 -4.736
H -2.058 0.533 -2.851
H -5.432 0.704 -0.162
H -6.950 0.347 -2.078
H -3.989 3.541 -0.536
H -4.063 6.015 -0.680
H -1.992 7.338 -0.638
H 0.557 7.377 -0.492
H 2.659 6.056 -0.289
H 2.557 3.636 -0.120
N 0.912 -5.913 0.911
C 1.047 -7.147 0.325
C 0.967 -8.444 0.840
C 1.165 -9.458 -0.062
C 1.436 -9.214 -1.435
C 1.512 -7.945 -1.934
C 1.311 -6.885 -1.031
N 1.331 -5.537 -1.255
C 1.077 -4.985 -0.088
C 1.009 -3.558 0.069
C 0.783 -2.899 1.288
C 0.711 -1.531 1.323
N 0.882 -0.767 0.225
C 1.106 -1.398 -0.955
C 1.179 -2.752 -1.074
H 0.679 -5.750 1.874
H 0.764 -8.645 1.883
H 1.116 -10.482 0.283
H 1.585 -10.060 -2.092
H 1.717 -7.750 -2.977
H 0.653 -3.443 2.213
H 0.514 -1.017 2.255
H 1.240 -0.765 -1.828
H 1.364 -3.223 -2.029
```

## Properties
E_tot, Eh: -3048.18821
Orbital gap (spin up / spin down), eV: 5.00 / 4.38
LUMO level (spin up / spin down), eV: -9.22 / -9.83
Charge: +3
Multiplicity: 3
ΔE to the lowest compared entry with this formula, charge and spin, kJ/mol: 4.0
Largest force on an atom, eV/Å: 0.51

Mulliken population analysis, charges in e, atoms 1 to 6: Mo 0.18; S 0.27; N -0.64; C 0.72; C 0.21; C -0.45

The following is a DFT calculation (the ωB97M-V functional and the def2-TZVPD basis) of a molecular structure, C40H30AgClF15GeN5SSi.

The geometry in XYZ format:
```
95
C40H30AgClF15GeN5SSi (the ωB97M-V functional and the def2-TZVPD basis)
Ag -0.800 0.186 1.173
C -2.479 1.481 0.634
Si -3.957 0.555 0.110
C -4.075 -1.242 0.737
N -2.800 -1.941 0.725
C -2.648 -2.968 1.739
C -3.454 -4.247 1.446
C -3.513 -4.499 -0.069
C -2.287 -3.892 -0.744
C -2.335 -2.366 -0.600
C -5.577 1.322 0.776
C -5.767 1.415 2.160
C -6.899 2.003 2.706
C -7.883 2.522 1.874
C -7.719 2.444 0.498
C -6.581 1.851 -0.037
C -4.177 0.531 -1.781
C -5.082 -0.342 -2.393
C -5.280 -0.348 -3.767
C -4.565 0.528 -4.573
C -3.658 1.402 -3.991
C -3.473 1.401 -2.614
H -2.731 2.119 1.491
H -2.128 2.139 -0.167
H -4.878 -1.789 0.204
H -4.419 -1.171 1.775
H -2.924 -2.539 2.704
H -1.589 -3.210 1.827
H -4.465 -4.181 1.860
H -2.962 -5.088 1.945
H -4.409 -4.030 -0.492
H -3.593 -5.569 -0.279
H -2.239 -4.152 -1.804
H -1.380 -4.291 -0.279
H -3.021 -1.964 -1.351
H -1.352 -1.932 -0.822
H -5.007 1.023 2.830
H -7.013 2.059 3.783
H -8.769 2.983 2.295
H -8.480 2.846 -0.162
H -6.472 1.802 -1.116
H -5.650 -1.038 -1.783
H -5.987 -1.041 -4.209
H -4.707 0.522 -5.647
H -3.083 2.080 -4.610
H -2.748 2.081 -2.182
N -0.029 3.682 1.703
C 0.626 4.484 0.849
N 0.778 5.799 1.218
N 1.127 4.128 -0.310
C 0.973 2.827 -0.562
N 0.779 1.695 -0.701
H -0.579 4.090 2.436
H -0.304 2.745 1.408
H 0.857 5.965 2.207
H 1.490 6.257 0.670
F 7.043 -0.623 -0.635
C 6.261 -1.459 -1.347
C 4.882 -1.362 -1.289
C 4.203 -2.229 -2.124
F 2.858 -2.222 -2.166
C 4.829 -3.149 -2.951
F 4.122 -3.975 -3.739
C 6.207 -3.216 -2.961
F 6.838 -4.098 -3.751
C 6.932 -2.361 -2.153
F 8.277 -2.412 -2.179
Ge 3.736 -0.179 0.016
S 0.673 -1.295 2.435
C 5.141 -0.487 1.538
C 5.132 -1.773 2.054
F 4.383 -2.724 1.460
C 5.869 -2.180 3.152
F 5.829 -3.446 3.592
C 6.667 -1.259 3.799
F 7.396 -1.620 4.868
C 6.715 0.037 3.327
F 7.510 0.933 3.941
C 5.967 0.391 2.216
F 6.137 1.662 1.797
C 4.445 1.672 -0.639
C 4.086 2.756 0.145
F 3.480 2.545 1.331
C 4.302 4.075 -0.204
F 3.961 5.087 0.614
C 4.885 4.357 -1.425
F 5.099 5.630 -1.797
C 5.238 3.316 -2.257
F 5.804 3.586 -3.448
C 5.010 2.009 -1.853
F 5.386 1.061 -2.738
Cl 0.798 -4.317 2.010
C 0.962 -2.610 1.277
H 0.260 -2.635 0.450
H 1.977 -2.616 0.896
```

## Properties
E_tot, Eh: -6685.82715
Orbital gap, eV: 6.12
LUMO level, eV: 3.88
Charge: -2
ΔE to the lowest compared entry with this formula, charge and spin, kJ/mol: 0.0
Largest force on an atom, eV/Å: 0.49

Mulliken population analysis, charges in e, atoms 1 to 6: Ag -0.06; C -1.14; Si 0.53; C -0.91; N 0.82; C -0.28

The following is a DFT calculation (the ωB97M-V functional and the def2-TZVPD basis) of a molecular structure, C40H30AlIN3P.

The geometry in XYZ format:
```
76
C40H30AlIN3P (the ωB97M-V functional and the def2-TZVPD basis)
Al 0.260 -0.847 1.592
I 1.241 -0.626 3.957
C 0.282 2.309 1.831
C 0.621 3.222 2.933
C 0.675 4.575 2.786
C 0.414 5.104 1.518
C 0.193 4.322 0.366
C -0.005 4.959 -0.877
C -0.138 4.203 -2.015
C -0.028 2.817 -1.919
C 0.172 2.153 -0.707
P 0.400 0.332 -0.788
C 1.959 0.127 -1.693
C 2.290 -1.158 -2.136
C 3.506 -1.398 -2.750
C 4.421 -0.361 -2.908
C 4.108 0.911 -2.458
C 2.881 1.157 -1.854
C -0.924 -0.203 -1.910
C -2.235 -0.186 -1.433
C -3.279 -0.573 -2.256
C -3.026 -0.972 -3.561
C -1.727 -0.965 -4.049
C -0.676 -0.577 -3.231
C 0.239 2.909 0.464
H 0.771 2.753 3.900
H 0.884 5.230 3.620
H 0.404 6.182 1.397
H -0.045 6.040 -0.918
H -0.302 4.668 -2.977
H -0.099 2.229 -2.828
H 1.583 -1.973 -2.026
H 3.741 -2.390 -3.114
H 5.371 -0.547 -3.392
H 4.812 1.722 -2.592
H 2.650 2.163 -1.523
H -2.445 0.152 -0.429
H -4.293 -0.558 -1.878
H -3.842 -1.273 -4.204
H -1.529 -1.255 -5.072
H 0.327 -0.562 -3.633
N -0.720 -2.572 1.583
C -2.168 -2.600 1.285
C -2.628 -3.775 0.709
C -3.962 -3.924 0.376
C -4.827 -2.871 0.627
C -4.353 -1.706 1.201
C -3.013 -1.528 1.570
C -2.594 -0.196 2.109
C -3.570 0.600 2.718
C -3.329 1.931 3.004
C -2.102 2.490 2.684
C -1.105 1.674 2.172
C -1.300 0.316 1.909
H -0.313 -3.262 0.959
H -0.572 -2.933 2.531
H -1.935 -4.589 0.526
H -4.313 -4.843 -0.070
H -5.874 -2.950 0.368
H -5.049 -0.892 1.339
H -4.533 0.184 2.979
H -4.100 2.533 3.465
H -1.935 3.545 2.867
H 1.024 1.503 1.893
N 3.959 -5.934 0.061
C 3.848 -4.811 0.269
C 3.660 -3.410 0.519
C 4.715 -2.506 0.502
C 4.438 -1.173 0.743
C 3.135 -0.797 0.986
N 2.107 -1.661 1.011
C 2.379 -2.948 0.785
H 5.723 -2.847 0.305
H 5.222 -0.430 0.748
H 2.898 0.239 1.196
H 1.578 -3.670 0.835
```

## Properties
E_tot, Eh: -2587.62206
Orbital gap, eV: 5.75
LUMO level, eV: -7.77
Charge: +2
Largest force on an atom, eV/Å: 0.24

Mulliken population analysis, charges in e, atoms 1 to 6: Al 0.52; I -0.16; C 1.29; C -0.83; C -1.11; C -0.41

The following is a DFT calculation (the ωB97M-V functional and the def2-TZVPD basis) of a molecular structure, C40H30Cl2N2O4P2S3Sr in a non-equilibrium geometry.

The geometry in XYZ format:
```
84
C40H30Cl2N2O4P2S3Sr (the ωB97M-V functional and the def2-TZVPD basis)
Sr -1.108 1.251 -0.102
S -2.403 -1.206 -0.348
P -0.474 -1.935 -0.387
C 0.847 -0.922 -0.553
P 1.209 -0.136 -1.984
S 0.006 1.359 -2.735
C 1.608 -1.250 -3.406
C 1.117 -1.093 -4.694
C 1.417 -2.029 -5.684
C 2.206 -3.133 -5.391
C 2.706 -3.296 -4.102
C 2.407 -2.360 -3.123
C 2.864 0.659 -1.744
C 3.534 1.274 -2.801
C 4.747 1.913 -2.597
C 5.303 1.960 -1.319
C 4.643 1.354 -0.261
C 3.431 0.700 -0.478
C -0.574 -3.352 -1.570
C -0.206 -4.647 -1.218
C -0.262 -5.687 -2.145
C -0.682 -5.439 -3.442
C -1.057 -4.148 -3.803
C -1.015 -3.119 -2.875
C -0.221 -2.806 1.220
C 1.079 -3.153 1.593
C 1.329 -3.744 2.823
C 0.282 -3.981 3.710
C -1.012 -3.633 3.349
C -1.261 -3.052 2.106
H 0.489 -0.235 -4.910
H 1.019 -1.898 -6.684
H 2.427 -3.867 -6.157
H 3.315 -4.158 -3.858
H 2.769 -2.497 -2.110
H 3.090 1.258 -3.791
H 5.256 2.385 -3.429
H 6.244 2.472 -1.153
H 5.064 1.390 0.736
H 2.906 0.202 0.330
H 0.133 -4.857 -0.214
H 0.025 -6.687 -1.846
H -0.721 -6.243 -4.167
H -1.383 -3.940 -4.816
H -1.333 -2.120 -3.157
H 1.893 -2.912 0.919
H 2.345 -3.994 3.103
H 0.478 -4.416 4.683
H -1.832 -3.796 4.038
H -2.266 -2.765 1.820
Cl -4.108 3.388 3.542
C -4.342 3.731 1.854
C -5.406 4.567 1.474
C -5.638 4.870 0.170
Cl -6.982 5.928 -0.261
C -4.806 4.331 -0.845
C -4.983 4.561 -2.228
C -4.148 3.969 -3.126
C -3.113 3.133 -2.655
N -2.908 2.908 -1.382
C -3.740 3.497 -0.461
C -3.455 3.181 0.933
O -2.464 2.431 1.226
H -6.050 4.978 2.241
H -5.786 5.205 -2.562
H -4.268 4.127 -4.190
H -2.438 2.638 -3.346
N -0.100 0.537 2.205
C 0.286 1.216 3.430
C 0.252 0.568 4.659
C 0.678 1.209 5.812
C 1.164 2.517 5.754
C 1.186 3.167 4.526
C 0.740 2.521 3.376
S 1.724 3.341 7.239
O 2.439 2.303 7.965
O 2.566 4.420 6.747
O 0.512 3.790 7.902
H 0.695 0.026 1.817
H -0.782 -0.185 2.433
H -0.094 -0.461 4.703
H 0.671 0.697 6.765
H 1.565 4.179 4.481
H 0.752 3.043 2.426
```

## Properties
E_tot, Eh: -4781.42273
Orbital gap, eV: 6.75
LUMO level, eV: 3.63
Charge: -2
ΔE to the lowest compared entry with this formula, charge and spin, kJ/mol: 0.0
Largest force on an atom, eV/Å: 1.55

Mulliken population analysis, charges in e, atoms 1 to 6: Sr 1.24; S -0.61; P 1.75; C -1.02; P 2.19; S -0.76